A molecular structure, C38H35CeN4PS2Si. Source: OMol25; level of theory: ωB97M-V/def2-TZVPD.

XYZ file:
```
82
Properties=species:S:1:pos:R:3
Ce -0.2884 0.9259 -0.8140
N -0.5531 2.1206 3.7293
C 0.0166 1.0682 4.5125
C 0.4703 1.3425 5.7881
C 1.0023 0.3191 6.5612
C 1.0904 -0.9658 6.0487
C 0.6574 -1.2297 4.7539
C 0.1140 -0.2110 3.9896
S -0.5488 -0.5425 2.3934
N -0.4832 1.0177 1.6891
C -0.6107 2.0950 2.3920
C -0.9035 3.3649 1.6466
C -1.1999 4.5592 2.2692
C -1.5521 5.6575 1.4912
C -1.5953 5.5238 0.1179
C -1.2713 4.2930 -0.4304
N -0.9299 3.2402 0.3115
H -0.6417 3.0084 4.1949
H 0.3981 2.3478 6.1872
H 1.3399 0.5317 7.5659
H 1.4913 -1.7663 6.6548
H 0.7125 -2.2341 4.3537
H -1.1885 4.6658 3.3446
H -1.7977 6.5993 1.9630
H -1.8744 6.3466 -0.5246
H -1.2874 4.1543 -1.5056
C -5.2230 -1.6145 1.2173
Si -5.3728 -1.8216 -0.6154
C -6.2850 -0.4230 -1.4125
C -6.1860 -3.4404 -1.0056
C -3.6129 -1.9058 -1.3797
C -3.2132 -3.0421 -2.0794
C -1.9520 -3.1487 -2.6689
C -1.0743 -2.1089 -2.5171
N -1.4181 -1.0008 -1.8319
C -2.6568 -0.8874 -1.3164
S -2.9626 0.6890 -0.5565
H -6.2150 -1.7382 1.6601
H -4.8430 -0.6348 1.5105
H -4.5722 -2.3807 1.6457
H -7.3434 -0.4853 -1.1468
H -6.2131 -0.4840 -2.5007
H -5.9211 0.5569 -1.0993
H -7.2003 -3.4297 -0.5989
H -5.6650 -4.2881 -0.5534
H -6.2759 -3.6199 -2.0795
H -3.9014 -3.8726 -2.1752
H -1.6630 -4.0241 -3.2330
H -0.0830 -2.1183 -2.9499
C 2.5951 -2.1920 1.9571
C 2.9683 -0.8677 1.7861
C 2.7463 -0.2371 0.5682
C 2.1231 -0.9242 -0.4819
C 1.6899 -2.2424 -0.2665
C 1.9374 -2.8750 0.9391
P 2.0933 -0.3215 -2.2221
C 3.3334 -1.2673 -3.1042
C 3.0959 -1.5775 -4.4419
C 4.0524 -2.2761 -5.1663
C 5.2330 -2.6666 -4.5515
C 5.4668 -2.3629 -3.2137
C 4.5204 -1.6621 -2.4852
C 2.6541 1.3813 -1.9844
C 3.8768 1.9024 -2.3815
C 4.1512 3.2474 -2.1463
C 3.2203 4.0568 -1.5116
C 1.9897 3.5358 -1.1133
C 1.7042 2.2051 -1.3794
H 2.8240 -2.6971 2.8863
H 3.4753 -0.3381 2.5824
H 3.1136 0.7702 0.4146
H 1.2245 -2.7999 -1.0707
H 1.6424 -3.9070 1.0760
H 2.1734 -1.2715 -4.9211
H 3.8731 -2.5167 -6.2053
H 5.9771 -3.2136 -5.1149
H 6.3882 -2.6739 -2.7400
H 4.7035 -1.4323 -1.4413
H 4.6069 1.2683 -2.8710
H 5.1015 3.6620 -2.4556
H 3.4457 5.0985 -1.3236
H 1.2857 4.1857 -0.6134
```

As for the charge: +2. Its HOMO energy (alpha / beta) is -13.0 / -13.0 eV. For the electronic energy, the calculation gives -3589.99264 hartree. For the HOMO-LUMO gap (alpha / beta), the calculation gives 6.04 / 6.03 eV. As for the LUMO energy (alpha / beta): -7.01 / -7.02 eV.

The molecule's Löwdin atomic charges, reported in e, are given here: Ce 1.03; N 0.16; C -0.22; C 0.00; C -0.05; C -0.05; C -0.09; C -0.44; S 1.04; N -0.36; C -0.31; C -0.16; C 0.03; C 0.00; C 0.00; C -0.10; N 0.01; H 0.14; H 0.12; H 0.12; H 0.12; H 0.11; H 0.12; H 0.13; H 0.13; H 0.14; C -0.17; Si 0.49; C -0.17; C -0.18; C -0.20; C -0.03; C -0.02; C -0.12; N -0.14; C -0.67; S 0.70; H 0.04; H 0.02; H 0.04; H 0.05; H 0.04; H 0.01; H 0.05; H 0.04; H 0.04; H 0.10; H 0.12; H 0.09; C -0.07; C -0.06; C -0.08; C -0.42; C -0.09; C -0.05; P 1.06; C -0.38; C -0.09; C -0.06; C -0.05; C -0.05; C -0.08; C -0.42; C -0.04; C -0.04; C -0.05; C -0.09; C -0.29; H 0.12; H 0.12; H 0.11; H 0.11; H 0.12; H 0.11; H 0.12; H 0.12; H 0.12; H 0.11; H 0.12; H 0.12; H 0.12; H 0.08


A molecular structure, C38H35Cl2N8O4Sc. Source: OMol25; level of theory: ωB97M-V/def2-TZVPD.

XYZ file:
```
88
Properties=species:S:1:pos:R:3
Sc 0.2756 0.1156 1.6144
C 1.9471 2.9629 1.3259
N 2.5510 0.2387 1.7525
C 2.7312 1.0559 3.0833
C 1.8248 0.3926 4.0161
N 0.5226 0.0952 3.7930
C 0.2159 -0.7922 4.8357
C -0.9285 -1.5587 5.0379
C -1.0976 -2.1511 6.2768
C -0.1530 -1.9976 7.2965
C 0.9979 -1.2541 7.1031
C 1.1649 -0.6767 5.8541
N 2.1538 0.1133 5.3004
C -0.4565 2.4668 1.3665
N -1.5698 1.6639 1.5948
C -2.4628 2.6722 1.1312
C -3.8579 2.4297 0.9221
C -4.7473 3.4816 0.8558
C -4.2129 4.7814 0.7331
C -2.8592 5.0200 0.7521
C -2.0037 3.9465 0.9572
N -0.6475 3.7474 1.0824
H 2.0816 3.3466 0.3229
H 2.0640 3.7624 2.0306
H 2.6188 0.8981 0.9659
H 2.8391 2.0908 3.4021
H 3.7513 0.6398 3.0574
H -1.6612 -1.6652 4.2492
H -1.9842 -2.7419 6.4663
H -0.3240 -2.4709 8.2541
H 1.7306 -1.1313 7.8899
H 2.9999 0.4225 5.7454
H -4.1436 1.3910 1.0352
H -5.8170 3.3285 0.8568
H -4.8794 5.6271 0.6198
H -2.4821 6.0291 0.6459
H 0.0788 4.4417 1.0082
C -3.2587 -2.7054 1.3758
C -1.9552 -2.0780 0.9564
O -1.4653 -1.1704 1.6451
N -1.3801 -2.6032 -0.1367
C -0.0256 -2.2263 -0.5962
C 1.0439 -2.6746 0.3882
C 1.8315 -3.7850 0.1069
C 2.7401 -4.2393 1.0432
C 2.8220 -3.5754 2.2545
C 2.0046 -2.4837 2.4617
N 1.1278 -2.0260 1.5653
H -3.8271 -1.9886 1.9621
H -3.0547 -3.5833 1.9908
H -3.8498 -3.0047 0.5117
H -1.7365 -3.5059 -0.4103
H -0.0209 -1.1009 -0.6766
H 0.1573 -2.6488 -1.5812
H 1.7190 -4.2864 -0.8453
H 3.3624 -5.1005 0.8379
H 3.5075 -3.8893 3.0283
H 2.0544 -1.9500 3.3980
O 0.7623 2.0584 1.6134
Cl -1.5857 -1.0182 -4.1084
C -1.6198 0.0837 -5.4490
C -2.6804 0.0006 -6.3335
C -2.7638 0.8996 -7.3842
C -1.7959 1.8756 -7.5429
C -0.7392 1.9402 -6.6490
Cl 0.4584 3.1698 -6.8721
C -0.6063 1.0379 -5.5927
N 0.4465 1.1952 -4.6585
C 1.3034 0.1186 -4.4068
C 1.5641 -0.8269 -5.4000
C 2.4474 -1.8683 -5.1784
C 3.1099 -1.9745 -3.9637
C 2.8817 -1.0119 -2.9914
C 2.0003 0.0448 -3.1924
C 1.8369 1.0760 -2.0983
C 0.4323 1.0641 -1.5191
O -0.4962 1.6744 -2.0239
O 0.3014 0.3149 -0.4599
H -3.4424 -0.7507 -6.1831
H -3.5958 0.8473 -8.0731
H -1.8561 2.5921 -8.3494
H 0.0923 1.6324 -3.8044
H 1.0606 -0.7417 -6.3554
H 2.6196 -2.5973 -5.9601
H 3.8000 -2.7868 -3.7773
H 3.3996 -1.0772 -2.0404
H 2.0664 2.0821 -2.4597
H 2.5415 0.8502 -1.3004
```

Its HOMO energy is -5.8 eV. For the electronic energy, the calculation gives -3889.20700 hartree. The energy above the lowest of the compared OMol25 structures with the same formula, charge and spin comes out at 7.285 eV. For the HOMO-LUMO gap, the calculation gives 5.92 eV. As for the LUMO energy: 0.17 eV.

The molecule's Löwdin atomic charges, reported in e, are given here: Sc 0.98; C -0.12; N -0.11; C -0.23; C -0.31; N 0.09; C -0.22; C 0.00; C -0.09; C -0.10; C -0.02; C -0.19; N 0.18; C -0.44; N 0.18; C -0.22; C -0.01; C -0.09; C -0.11; C -0.02; C -0.18; N 0.21; H 0.01; H 0.00; H -0.02; H 0.10; H 0.11; H 0.10; H 0.10; H 0.10; H 0.11; H 0.17; H 0.10; H 0.10; H 0.10; H 0.11; H 0.15; C 0.02; C -0.46; O -0.05; N 0.12; C -0.09; C -0.21; C -0.01; C -0.05; C -0.04; C -0.10; N 0.05; H 0.09; H 0.10; H 0.09; H 0.15; H 0.05; H 0.13; H 0.11; H 0.11; H 0.11; H 0.10; O -0.23; Cl 0.75; C -0.57; C -0.11; C -0.08; C -0.11; C -0.59; Cl 0.70; C -0.31; N 0.07; C -0.24; C -0.04; C -0.09; C -0.10; C -0.05; C -0.15; C -0.03; C -0.55; O 0.06; O -0.17; H 0.10; H 0.11; H 0.10; H 0.10; H 0.12; H 0.10; H 0.09; H 0.11; H 0.14; H 0.11